Record 1
15
Properties=species:S:1:pos:R:3 method="wB97M-V/def2-TZVPD" gap_ev=9.72 smiles="C=CC1(C=C)CS1" e_above_lowest_ev=3.031 largest_force_ev_per_a=4.8
C -1.0327 1.8489 0.3422
C -0.2235 1.4896 -0.5866
C 0.6630 0.0076 -0.3203
C 0.1352 -1.2498 -1.0085
C -0.6506 -2.0997 -0.3175
C 1.1493 0.0665 1.1196
S 2.4229 0.2812 -0.2395
H -1.6962 2.6672 0.4499
H -1.1912 1.1359 1.1836
H 0.0832 2.0671 -1.4647
H 0.4335 -1.5094 -2.0912
H -0.8641 -2.9978 -0.8226
H -1.1209 -1.8518 0.5592
H 0.9362 0.9519 1.5936
H 0.9557 -0.8074 1.6028

***

Record 2
25
Properties=species:S:1:pos:R:3 method="wB97M-V/def2-TZVPD" multiplicity=3 gap_ev="6.89 / 4.78" total_charge=+1 e_above_lowest_ev=2.179 s2=2.030 largest_force_ev_per_a=5.9
C 1.1050 0.5762 1.0127
C 1.6427 0.0335 -0.0778
C -1.0634 0.6790 -0.8758
C -1.2677 -0.2467 0.6938
C -0.2480 0.4015 1.6177
C 1.0380 -0.4316 -1.3130
C -0.2061 -0.0908 3.1024
C 1.6923 -1.4105 -2.1762
N -2.1339 1.2544 -1.6498
N -0.2182 -0.2106 -1.5929
H 1.6800 1.1866 1.6957
H 2.7575 0.2144 -0.0778
H -0.5717 1.5874 -0.5102
H -1.0726 -1.2989 0.4602
H -2.1420 -0.3165 1.4337
H -0.5604 1.4835 1.6048
H -0.3070 0.7658 3.6813
H 0.6888 -0.6307 3.3530
H -0.9236 -0.9182 3.1449
H 0.9989 -1.9653 -2.6664
H 2.2882 -2.0841 -1.5955
H 2.4041 -0.9252 -2.8382
H -2.3529 2.2160 -1.6016
H -2.5476 0.8054 -2.4976
H -0.6802 -0.6747 -2.3275

***

Record 3
71
Properties=species:S:1:pos:R:3 method="wB97M-V/def2-TZVPD" gap_ev=9.04 smiles="COc1ccc([C@@H]2[C@@H]3C(=O)N(C(C)(C)C)C(=O)[C@@H]3[C@]3(Cc4ccc(Cl)cc4)C(=O)N(c4cccc(F)c4)C(=O)N23)cc1" largest_force_ev_per_a=0.6
C 4.5185 -0.1625 -4.8938
O 3.1892 0.0571 -4.4847
C 2.8619 -0.1720 -3.1879
C 3.7376 -0.6250 -2.2075
C 3.2865 -0.8142 -0.9139
C 1.9650 -0.5803 -0.5690
C 1.5132 -0.8204 0.8513
C 0.7933 -2.1971 1.0369
C 0.7805 -3.0264 -0.2365
O 1.6697 -3.7423 -0.6111
N -0.4274 -2.8147 -0.8736
C -0.7561 -3.5172 -2.1393
C -2.1245 -3.0989 -2.6695
C 0.3099 -3.2004 -3.1893
C -0.7744 -5.0177 -1.8263
C -1.2426 -1.9425 -0.1677
O -2.2038 -1.3526 -0.5716
C -0.6752 -1.8520 1.2499
C -0.6627 -0.4536 1.8587
C -0.5803 -0.5046 3.4080
C -0.4990 0.8936 3.9544
C 0.6962 1.6018 3.9055
C 0.7524 2.9252 4.3018
C -0.3980 3.5468 4.7596
Cl -0.3424 5.2055 5.2346
C -1.5933 2.8503 4.8422
C -1.6372 1.5291 4.4364
C -1.7598 0.5539 1.5156
O -2.9279 0.4695 1.7722
N -1.0981 1.6316 0.9742
C -1.7091 2.8580 0.6277
C -1.3219 3.5328 -0.5237
C -1.9135 4.7431 -0.8403
C -2.8950 5.2859 -0.0298
C -3.2676 4.5897 1.1056
F -4.2180 5.1071 1.9087
C -2.6915 3.3846 1.4563
C 0.2840 1.3837 0.7921
O 1.0783 2.1533 0.3255
N 0.5216 0.1440 1.2959
C 1.0884 -0.1424 -1.5567
C 1.5311 0.0715 -2.8430
H 5.2166 0.4837 -4.3528
H 4.8110 -1.2089 -4.7610
H 4.5448 0.0867 -5.9533
H 4.7725 -0.8252 -2.4336
H 3.9816 -1.1571 -0.1618
H 2.3914 -0.7773 1.5076
H 1.2546 -2.7672 1.8435
H -2.1502 -2.0395 -2.9046
H -2.3269 -3.6599 -3.5785
H -2.9123 -3.3116 -1.9522
H 0.0798 -3.7374 -4.1052
H 1.2947 -3.5035 -2.8477
H 0.3285 -2.1354 -3.4038
H 0.2028 -5.3524 -1.4911
H -1.0408 -5.5724 -2.7213
H -1.5089 -5.2358 -1.0532
H -1.2131 -2.5695 1.8730
H 0.2989 -1.0844 3.6937
H -1.4786 -1.0005 3.7767
H 1.5950 1.1208 3.5505
H 1.6796 3.4729 4.2486
H -2.4803 3.3417 5.2100
H -2.5716 0.9895 4.4816
H -0.5529 3.1212 -1.1560
H -1.6073 5.2674 -1.7322
H -3.3672 6.2267 -0.2634
H -3.0089 2.8702 2.3471
H 0.0480 0.0433 -1.3305
H 0.8612 0.4325 -3.6077

***

Record 4
7
Properties=species:S:1:pos:R:3 method="wB97M-V/def2-TZVPD" gap_ev="7.50 / 6.93" e_above_lowest_ev=1.886 largest_force_ev_per_a=2.8
C 0.8068 0.6446 0.5640
C -1.0691 -0.7693 -0.6799
O 1.4417 1.2156 1.3825
S 1.3626 0.0407 -0.9569
S -1.0078 0.3294 0.7228
Cl -0.8257 -2.4261 -0.4478
Cl -1.9869 -0.3085 -2.0148